[1]
A 3-piece molecular cluster, C4H18N2O2 overall in a non-equilibrium geometry, computed with the ωB97M-V functional and the def2-TZVPD basis.

Output
HOMO energy (alpha / beta) ... -22.212 / -21.748 eV
Multiplicity ... 2
<S²> ... 0.75
Total charge ... +3
Energy relative to the best compared isomer or geometry (same formula, charge and spin) ... 37.7 kcal per mole
LUMO (alpha / beta) ... -10.551 / -19.221 eV
Gap between HOMO and LUMO (alpha / beta) ... 11.66 / 2.53 eV

Positions of all 26 atoms, in Å:
C1 1.80 1.97 -1.55
C2 0.73 1.34 -0.67
C3 1.28 -0.12 -0.31
C4 1.03 -0.55 1.16
N1 0.98 -2.07 1.17
N2 -0.62 1.24 -1.39
H1 2.89 1.79 -1.12
H2 1.90 1.68 -2.60
H3 1.70 3.12 -1.56
H4 0.45 1.95 0.31
H5 2.46 -0.10 -0.65
H6 0.67 -0.96 -1.01
H7 1.95 -0.36 1.69
H8 0.11 -0.06 1.58
H9 1.53 -2.55 0.50
H10 1.31 -2.58 2.09
H11 0.00 -2.52 1.12
H12 -1.19 2.01 -0.98
H13 -0.98 0.32 -0.91
H14 -0.65 1.21 -2.43
H15 -2.73 3.24 0.35
H16 -3.21 1.65 0.52
O1 -2.76 2.31 0.04
H17 -1.15 -4.29 0.87
H18 -2.31 -3.87 1.72
O2 -1.52 -3.54 1.23

Mulliken population analysis, charges in e, atoms 1 to 5: C -1.25; C 0.42; C -1.01; C -0.39; N -0.35

***

[2]
C42H44F9Ge2OPdSSbTe as an isolated structure, computed with the ωB97M-V functional and the def2-TZVPD basis.

Output
HOMO energy ... -1.641 eV
Multiplicity ... 1
Total charge ... -2
LUMO ... 4.104 eV
Gap between HOMO and LUMO ... 5.74 eV

Positions of all 102 atoms, in Å:
Pd1 0.63 0.36 0.85
C1 -1.13 0.58 5.34
C2 -0.51 0.90 3.98
Ge1 0.57 -0.52 3.09
C3 2.24 -0.80 4.13
C4 2.04 -1.53 5.46
C5 -0.56 -2.12 3.34
C6 -1.35 -2.48 2.32
Ge2 -0.82 -1.61 0.58
C7 0.32 -2.92 -0.42
C8 -0.25 -4.25 -0.91
C9 -2.41 -1.19 -0.53
C10 -3.66 -2.08 -0.50
C11 -2.46 -3.43 2.55
C12 -2.78 -4.46 1.66
C13 -3.81 -5.35 1.93
C14 -4.56 -5.23 3.09
C15 -4.28 -4.20 3.97
C16 -3.25 -3.31 3.70
H1 -1.82 1.37 5.66
H2 -0.37 0.47 6.12
H3 -1.70 -0.35 5.31
H4 0.11 1.80 4.03
H5 -1.30 1.13 3.25
H6 2.68 0.19 4.29
H7 2.95 -1.35 3.51
H8 1.37 -0.99 6.12
H9 2.99 -1.67 6.00
H10 1.61 -2.52 5.30
H11 -0.68 -2.63 4.30
H12 1.20 -3.09 0.20
H13 0.67 -2.35 -1.29
H14 -0.45 -4.93 -0.08
H15 0.44 -4.77 -1.58
H16 -1.19 -4.11 -1.46
H17 -2.02 -1.15 -1.55
H18 -2.67 -0.17 -0.26
H19 -3.46 -3.09 -0.86
H20 -4.45 -1.66 -1.12
H21 -4.06 -2.17 0.51
H22 -2.22 -4.55 0.74
H23 -4.03 -6.14 1.22
H24 -5.38 -5.92 3.29
H25 -4.88 -4.07 4.87
H26 -3.05 -2.49 4.38
C17 -1.59 -1.19 -5.58
C18 -2.29 -0.35 -4.72
C19 -1.64 0.24 -3.65
C20 -0.28 0.03 -3.42
C21 0.40 -0.82 -4.28
C22 -0.25 -1.43 -5.35
Sb1 0.67 0.98 -1.72
C23 2.64 0.33 -2.25
C24 3.24 -0.62 -1.43
C25 4.50 -1.13 -1.74
C26 5.17 -0.68 -2.86
C27 4.59 0.29 -3.67
C28 3.33 0.79 -3.37
C29 0.86 2.90 -2.65
C30 1.83 3.77 -2.16
C31 2.00 5.03 -2.71
C32 1.19 5.45 -3.76
C33 0.21 4.59 -4.26
C34 0.05 3.32 -3.70
H27 -2.10 -1.66 -6.42
H28 -3.35 -0.17 -4.88
H29 -2.21 0.86 -2.97
H30 1.45 -1.02 -4.12
H31 0.31 -2.09 -6.01
H32 2.72 -0.95 -0.54
H33 4.96 -1.86 -1.08
H34 6.16 -1.06 -3.09
H35 5.12 0.66 -4.55
H36 2.89 1.54 -4.02
H37 2.45 3.47 -1.32
H38 2.75 5.70 -2.31
H39 1.31 6.43 -4.19
H40 -0.43 4.90 -5.07
H41 -0.71 2.67 -4.10
F1 -3.54 4.72 -0.91
C35 -3.16 3.43 -0.78
F2 -4.26 2.69 -1.03
F3 -2.31 3.19 -1.78
C36 -2.52 3.04 0.61
O1 -1.91 1.89 0.56
C37 -3.71 3.02 1.65
F4 -4.37 1.86 1.60
F5 -4.64 3.99 1.47
F6 -3.26 3.15 2.91
C38 -1.55 4.21 1.03
F7 -0.74 4.52 0.01
F8 -2.18 5.36 1.39
F9 -0.79 3.85 2.06
Te1 2.38 2.30 1.51
C39 4.25 1.48 0.96
C40 5.15 2.00 0.07
C41 6.36 1.25 -0.03
C42 6.37 0.16 0.78
S1 4.90 0.06 1.68
H42 4.94 2.89 -0.51
H43 7.17 1.51 -0.70
H44 7.14 -0.58 0.88

Mulliken population analysis, charges in e, atoms 1 to 5: Pd -0.09; C -1.01; C 0.08; Ge 0.48; C -0.39

***

[3]
The molecule C2H4NP in a non-equilibrium geometry, computed with the ωB97M-V functional and the def2-TZVPD basis.

Output
SMILES string ... N#CCP
HOMO energy ... -10.217 eV
Multiplicity ... 1
Total charge ... 0
Energy relative to the best compared isomer or geometry (same formula, charge and spin) ... 41.4 kcal per mole
LUMO ... -0.114 eV
Gap between HOMO and LUMO ... 10.10 eV

Positions of all 8 atoms, in Å:
C1 1.79 0.09 0.16
C2 0.35 -0.01 -0.36
N1 2.97 0.00 0.22
P1 -1.68 0.68 -0.11
H1 0.55 -0.09 -1.48
H2 0.14 -0.95 -0.02
H3 -1.70 0.81 1.31
H4 -2.44 -0.53 0.29

Mulliken population analysis, charges in e, atoms 1 to 5: C 0.31; C -0.65; N -0.43; P -0.01; H 0.31

***

[4]
C45H44As2O2PdS2 as an isolated structure, computed with the ωB97M-V functional and the def2-TZVPD basis.

Output
HOMO energy (alpha / beta) ... -5.725 / -5.721 eV
Multiplicity ... 1
Total charge ... 0
LUMO (alpha / beta) ... -0.028 / -0.029 eV
Gap between HOMO and LUMO (alpha / beta) ... 5.70 / 5.69 eV

Positions of all 96 atoms, in Å:
Pd1 1.46 -0.05 -1.07
C1 4.40 1.48 -3.08
As1 3.60 1.12 -1.36
C2 3.56 2.90 -0.59
C3 5.07 0.33 -0.35
C4 6.37 0.36 -0.83
C5 7.41 -0.23 -0.12
C6 7.15 -0.85 1.09
C7 5.85 -0.88 1.57
C8 4.80 -0.30 0.87
As2 2.96 -0.36 1.59
C9 2.92 -2.23 2.14
C10 3.36 0.41 3.35
H1 5.26 2.15 -2.99
H2 3.64 1.96 -3.69
H3 4.70 0.55 -3.55
H4 4.55 3.36 -0.65
H5 3.27 2.82 0.46
H6 2.83 3.50 -1.11
H7 6.59 0.84 -1.78
H8 8.42 -0.20 -0.51
H9 7.95 -1.31 1.65
H10 5.65 -1.38 2.52
H11 3.71 -2.45 2.86
H12 3.05 -2.87 1.26
H13 1.95 -2.44 2.58
H14 4.19 -0.09 3.84
H15 2.46 0.31 3.97
H16 3.59 1.47 3.24
C11 -0.65 7.71 2.27
C12 -0.47 6.27 1.87
C13 -0.31 5.28 2.84
C14 -0.16 3.95 2.48
C15 -0.19 3.61 1.14
C16 -0.34 4.57 0.15
C17 -0.48 5.89 0.53
S1 0.03 1.90 0.69
O1 0.48 1.96 -0.76
C18 -1.67 1.34 0.65
C19 -2.76 2.20 0.93
C20 -4.03 1.72 0.95
C21 -4.28 0.34 0.72
C22 -5.60 -0.18 0.77
C23 -5.83 -1.51 0.58
C24 -4.75 -2.38 0.30
C25 -3.47 -1.90 0.22
C26 -3.20 -0.52 0.44
C27 -1.86 0.00 0.39
C28 -0.78 -1.00 0.07
C29 -0.48 -1.93 1.06
C30 -0.81 -1.70 2.44
C31 -0.73 -2.69 3.36
C32 -0.35 -4.02 2.96
C33 -0.03 -4.29 1.68
C34 -0.03 -3.26 0.66
C35 0.28 -3.53 -0.64
C36 0.49 -2.46 -1.65
C37 -0.33 -1.18 -1.27
S2 -1.13 -0.30 -2.63
O2 -0.20 -0.43 -3.80
C38 -2.52 -1.37 -3.03
C39 -2.34 -2.57 -3.71
C40 -3.44 -3.34 -4.04
C41 -4.73 -2.90 -3.75
C42 -5.93 -3.73 -4.16
C43 -4.90 -1.67 -3.13
C44 -3.80 -0.90 -2.77
H17 0.11 8.01 3.00
H18 -1.63 7.87 2.73
H19 -0.57 8.37 1.41
H20 -0.28 5.56 3.89
H21 -0.01 3.19 3.24
H22 -0.33 4.27 -0.89
H23 -0.59 6.65 -0.24
H24 -2.59 3.25 1.13
H25 -4.86 2.38 1.16
H26 -6.42 0.50 0.99
H27 -6.83 -1.90 0.63
H28 -4.93 -3.43 0.13
H29 -2.66 -2.58 -0.02
H30 -1.12 -0.71 2.73
H31 -0.97 -2.49 4.40
H32 -0.32 -4.80 3.70
H33 0.26 -5.29 1.38
H34 0.43 -4.56 -0.95
H35 0.20 -2.78 -2.65
H36 -1.34 -2.88 -3.99
H37 -3.30 -4.28 -4.55
H38 -5.70 -4.79 -4.12
H39 -6.23 -3.49 -5.18
H40 -6.78 -3.54 -3.51
H41 -5.90 -1.31 -2.91
H42 -3.94 0.05 -2.28
C45 1.92 -1.90 -1.69
H43 2.34 -1.84 -2.69
H44 2.60 -2.39 -0.99

Mulliken population analysis, charges in e, atoms 1 to 5: Pd 0.14; C -1.44; As 1.20; C -1.11; C 0.33

***

[5]
A 5-piece molecular cluster, C3H15N2O2 overall in a non-equilibrium geometry, computed with the ωB97M-V functional and the def2-TZVPD basis.

Output
HOMO energy ... -13.714 eV
Multiplicity ... 1
Total charge ... +1
Energy relative to the best compared isomer or geometry (same formula, charge and spin) ... 311.7 kcal per mole
LUMO ... -8.865 eV
Gap between HOMO and LUMO ... 4.85 eV

Positions of all 22 atoms, in Å:
N1 2.62 1.80 0.97
C1 1.06 -0.09 0.26
C2 1.38 -0.91 -1.00
C3 -0.16 0.89 0.07
N2 -1.16 1.01 1.14
H1 2.93 2.31 1.80
H2 1.78 0.65 0.73
H3 3.50 1.64 0.52
H4 0.79 -0.68 1.17
H5 0.50 -0.89 -1.69
H6 1.58 -1.98 -0.71
H7 2.26 -0.52 -1.56
H8 0.26 1.95 -0.03
H9 -0.65 0.59 -0.85
H10 -2.13 0.61 1.04
H11 -1.08 1.82 1.76
H12 -2.47 -1.34 -0.54
H13 -3.71 -1.80 0.58
O1 -2.95 -1.21 0.38
H14 -2.17 -1.45 -2.38
H15 -0.57 -1.21 0.00
O2 -1.63 -1.19 -1.66

Mulliken population analysis, charges in e, atoms 1 to 5: N -0.48; C -0.14; C -0.76; C -0.70; N -0.23